Record 1
Molecular formula: C3H3BrN2OS
Method: DFT, the ωB97M-V functional and the def2-TZVPD basis

The geometry in ORCA input format:
```
! RIJCOSX wB97M-V def2-TZVPD def2/J DEFGRID3
* xyz 0 1
Br 2.05435 2.85068 0.63519
S 0.06131 0.56612 -2.54912
O -0.18209 -1.62339 0.74182
N 1.67652 -0.10153 1.02034
N 0.75652 1.29239 -1.39523
C -1.43735 -1.00697 0.40837
C 0.77040 -0.80196 0.92065
C 1.44025 1.59524 -0.48466
H -1.52334 -0.02122 0.60709
H -2.29954 -1.63809 0.76666
H -1.31703 -1.11126 -0.67112
*
```

E_LUMO (spin up / spin down) (eV): -0.14 / -0.14
Kohn-Sham gap (spin up / spin down) (Eh): 0.299 / 0.299
Structure (SMILES): [S-][N+]#CBr.COC#N
DFT total energy (eV): -89060.5681
ΔE to the lowest compared entry with this formula, charge and spin (kJ/mol): 219.7



Record 2
Molecular formula: C2H4HgLiO2
Method: DFT, the ωB97M-V functional and the def2-TZVPD basis

The geometry in ORCA input format:
```
! RIJCOSX wB97M-V def2-TZVPD def2/J DEFGRID3
* xyz -1 1
Hg 0.20753 -3.22572 -0.40961
O -2.12834 0.86297 0.99404
O 0.23385 -1.32088 -0.10758
C 0.81927 -0.33878 -0.79707
C 0.90939 0.94874 -0.36980
Li -1.17296 -0.62651 0.95948
H 1.54959 -0.67704 -1.55090
H -2.48260 1.48806 1.62398
H 1.36204 1.69752 -1.02151
H 0.70223 1.19165 0.67899
*
```

E_LUMO (eV): 3.10
Kohn-Sham gap (Eh): 0.228
DFT total energy (eV): -10613.9364
ΔE to the lowest compared entry with this formula, charge and spin (kJ/mol): 0.0



Record 3
Molecular formula: C2H4N4O2
Method: DFT, the ωB97M-V functional and the def2-TZVPD basis

The geometry in ORCA input format:
```
! RIJCOSX wB97M-V def2-TZVPD def2/J DEFGRID3
* xyz 0 1
O 1.82433 1.26441 0.55497
O -1.81721 -1.72137 0.11837
N -0.33156 1.37115 -0.70140
N 0.83194 0.57463 -0.34839
N -1.44370 0.38344 -0.92695
N 0.99687 -1.81500 0.49192
C -0.92987 -0.73086 -0.27148
C 0.44885 -0.78171 0.01494
H -2.71484 -0.89920 0.87839
H 1.21314 2.03092 1.20358
H 1.95473 -1.31346 0.77046
H -0.03267 1.63705 -1.78443
*
```

E_LUMO (eV): -1.17
Kohn-Sham gap (Eh): 0.296
DFT total energy (eV): -12185.6792
ΔE to the lowest compared entry with this formula, charge and spin (kJ/mol): 753.4



Record 4
Molecular formula: C4H7O5S
Method: DFT, the ωB97M-V functional and the def2-TZVPD basis

The geometry in ORCA input format:
```
! RIJCOSX wB97M-V def2-TZVPD def2/J DEFGRID3
* xyz -1 1
S -1.72982 -0.45740 -0.20738
O 1.76835 1.62582 0.39670
O -1.38001 -1.84821 -0.22164
O -2.83651 -0.02918 -1.01912
O -2.22787 -0.26528 1.40241
O -0.88566 1.97453 -0.57159
C -0.39806 0.97863 -0.14755
C 1.03283 0.14547 -1.47890
C 1.31170 -0.63684 1.22886
C 1.01570 0.59149 0.22691
H 1.17506 1.09635 -1.96224
H 2.38317 -0.63674 1.31155
H 0.81394 -0.18426 2.13831
H 0.28256 -0.50469 -1.98214
H 1.96198 -0.53595 -1.47123
H -3.07031 0.17272 1.59355
H 0.78293 -1.48646 0.76351
*
```

E_LUMO (eV): 3.33
Kohn-Sham gap (Eh): 0.267
Structure (SMILES): CC(C)([O-])C(=O)S(=O)(=O)O
DFT total energy (eV): -25332.9312
ΔE to the lowest compared entry with this formula, charge and spin (kJ/mol): 237.1



Record 5
Molecular formula: C23H25N3O3S
Method: DFT, the ωB97M-V functional and the def2-TZVPD basis

The geometry in ORCA input format:
```
! RIJCOSX wB97M-V def2-TZVPD def2/J DEFGRID3
* xyz 0 1
S -2.35583 1.53409 -0.05604
O -3.73630 -1.63921 1.86366
O 2.80815 -2.68189 -1.00396
O -6.78762 1.55131 5.90049
N -1.79140 -1.33211 0.83288
N 4.76093 -0.03326 -3.04316
N 3.94235 -0.77651 -0.56136
C -0.73672 -0.67356 0.22654
C -6.52311 0.97398 4.69387
C 4.26350 -1.12815 -3.86582
C 2.80997 -1.49262 -0.74834
C 5.20633 0.93755 -4.03045
C -6.00020 2.64069 6.31236
C -0.85497 0.63879 -0.23142
C -4.29531 1.22414 1.71612
C 5.86144 0.14129 -5.17841
C 0.47175 -1.33855 0.04918
C -5.32923 0.71493 2.61008
C 0.21457 1.25489 -0.87144
C -2.99963 -0.86840 1.28256
C -5.53638 1.39224 3.81441
C 1.41133 0.58842 -1.03625
C 5.22394 -1.25284 -5.06703
C -7.15016 -0.75241 3.14131
C 5.23218 -1.27487 -0.97021
C -7.33399 -0.10879 4.34714
C -6.15255 -0.35148 2.26958
C -3.31537 0.55747 1.07725
C 5.80692 -0.41913 -2.10837
C 1.54960 -0.71423 -0.56020
H 4.31672 1.45655 -4.39989
H 6.20911 0.50611 -1.68350
H 6.94152 0.09203 -5.03953
H -6.10102 3.49177 5.63051
H 0.58066 -2.35951 0.38399
H 3.86911 0.22017 -0.43400
H 0.08672 2.26107 -1.23960
H 5.87641 1.67363 -3.58657
H 3.26628 -0.84181 -4.21274
H -4.94367 2.36536 6.39625
H 2.22148 1.06619 -1.56626
H -1.63105 -2.30708 1.06031
H -7.78977 -1.58062 2.87638
H 4.68620 -1.53391 -5.97000
H 5.92693 -1.26767 -0.12344
H -6.01927 -0.85434 1.32663
H -4.89526 2.22754 4.05212
H 4.17048 -2.04863 -3.29536
H 6.63819 -0.96600 -2.57920
H -8.10088 -0.41721 5.03975
H -4.32138 2.29860 1.56316
H 5.07881 -2.31017 -1.28174
H 5.66705 0.60903 -6.14141
H -6.37676 2.92204 7.29464
H 5.97920 -2.01494 -4.87548
*
```

E_LUMO (eV): 0.15
Kohn-Sham gap (Eh): 0.293
Structure (SMILES): COc1cccc(/C=C2/Sc3ccc(C(=O)NCCN4CCCC4)cc3NC2=O)c1
DFT total energy (eV): -45705.0192
ΔE to the lowest compared entry with this formula, charge and spin (kJ/mol): 146.3



Record 6
Molecular formula: C27H25AsF7HgIN3O2
Method: DFT, the ωB97M-V functional and the def2-TZVPD basis

The geometry in ORCA input format:
```
! RIJCOSX wB97M-V def2-TZVPD def2/J DEFGRID3
* xyz -1 1
Hg 0.93795 0.55194 2.21750
I 2.86878 2.74440 2.11700
As 0.53997 -2.36094 4.48432
F 1.37765 -2.77419 5.92767
F -0.29502 -3.85920 4.46627
F 1.44062 -0.84885 4.42429
F -0.18588 -1.90635 2.97058
F -0.70957 -1.58800 5.36337
F -2.65291 -3.07668 -4.97779
F 1.85546 -3.06223 3.54653
O -3.08703 0.80891 -2.19771
O -0.94025 1.24128 2.87999
N 2.81679 -0.94408 1.93326
N -4.26763 2.15693 2.02851
N 0.53864 1.37951 0.24474
C 2.40032 2.58869 -2.72550
C -4.20473 2.21671 0.69675
C 1.45615 1.95896 -0.53778
C -2.20962 -2.49579 -3.83426
C -1.01811 -1.80092 -3.85963
C -1.31513 -1.29146 -1.50607
C -3.22171 1.73801 4.17957
C 3.71817 -0.65418 -0.31654
C 2.30412 -2.88123 -1.17544
C 3.53079 3.15874 -2.14528
C 1.40565 2.01228 -1.96151
C -2.50001 -2.01733 -1.52297
C -3.08320 1.87874 -0.03357
C 3.62032 3.15717 -0.75835
C 2.23803 -2.49336 0.15456
C 3.07003 -2.15876 -2.08384
C -2.95711 -2.62755 -2.68516
C 2.61687 2.58994 0.00289
C -0.75866 0.91857 -0.23028
C -0.57443 -1.20942 -2.68371
C 2.94706 -1.37585 0.58594
C -3.17305 1.80077 2.68133
C -1.91821 1.45058 0.62668
C -1.94536 1.46854 2.04347
C -3.15136 2.06748 -1.52096
C -0.80535 -0.64651 -0.24342
C 3.77472 -1.04494 -1.64706
H -3.87683 -3.19841 -2.70163
H 4.47419 3.60800 -0.26747
H -1.39937 -0.99153 0.60652
H 2.29811 2.58277 -3.80560
H 4.31146 3.60882 -2.74579
H -0.44760 -1.73695 -4.77782
H -5.10651 2.54508 0.18679
H 3.11491 -2.46238 -3.12262
H -2.32973 2.71761 -1.84559
H -2.88976 0.75895 4.53130
H 0.56121 1.55855 -2.46495
H 1.74425 -3.74843 -1.50428
H 4.25484 0.22815 0.01605
H 0.37848 -0.68941 -2.67615
H 2.56107 -1.70423 2.56512
H 0.21833 -0.99032 -0.09704
H 3.63300 -0.46205 2.28185
H -0.92037 1.27593 -1.24528
H -4.23619 1.94059 4.51826
H -2.53203 2.46584 4.61539
H -3.12509 0.96174 -3.14599
H -3.08061 -2.10468 -0.61121
H 4.36541 -0.46455 -2.34600
H 1.63328 -3.04681 0.86603
H -4.08824 2.57745 -1.75829
*
```

E_LUMO (eV): 2.07
Kohn-Sham gap (Eh): 0.257
DFT total energy (eV): -129112.7032
ΔE to the lowest compared entry with this formula, charge and spin (kJ/mol): 73.6